Entry 1:
15
Properties=species:S:1:pos:R:3:forces:R:3:nbo_charge:R:1 method="wB97M-V/def2-TZVPD" total_charge=-1 homo_energy_ev="-3.17 / -2.34" orbital_gap_ev="6.86 / 6.01"
C 1.167 -1.212 0.566 0.1 0.0 0.6 -0.71
C -0.575 0.838 0.053 -1.2 -2.6 -1.5 -0.50
N -0.191 1.416 -1.178 -0.5 -0.3 0.9 -0.84
O -1.278 -1.580 -1.074 1.9 -0.4 1.0 -1.02
O -3.039 0.079 -0.897 2.1 0.5 0.5 -0.98
O -2.129 -0.954 1.318 -1.0 -1.0 1.8 -1.13
P -1.740 -0.491 0.008 1.3 2.8 -2.5 2.26
S 2.493 -1.080 -0.470 0.2 0.7 -0.2 -0.38
H 1.126 -0.832 1.605 0.1 -0.1 -0.7 0.18
H 0.757 -2.216 0.483 -0.6 -0.1 0.4 0.15
H -0.501 1.268 1.019 0.5 0.8 0.4 0.21
H -0.461 0.822 -2.002 1.2 0.9 1.3 0.39
H -3.590 -0.573 -0.533 -2.6 -1.3 0.3 0.46
H 0.764 1.740 -1.044 0.1 -0.3 -1.2 0.38
H -0.341 -1.796 -0.706 -1.6 0.2 -1.1 0.52


Entry 2:
16
Properties=species:S:1:pos:R:3:forces:R:3:lowdin_spin:R:1 method="wB97M-V/def2-TZVPD" spin_multiplicity=6 total_charge=+1 homo_energy_ev="-9.59 / -14.21" s_squared=8.767 orbital_gap_ev="4.50 / 5.14"
O 2.772 -0.884 0.680 -2.3 -0.9 -0.9 0.26
C 2.219 0.232 0.497 0.8 0.2 0.6 0.07
O 2.688 1.291 0.988 -2.3 0.2 -1.5 0.25
O 1.199 0.299 -0.349 -3.5 0.8 0.3 0.08
Rh 4.181 0.134 1.673 5.2 -0.1 3.1 3.41
C 0.116 -0.604 -0.353 3.3 -1.3 -1.6 0.18
C -1.165 -1.122 0.181 -4.3 3.4 1.2 0.09
H 0.317 -1.175 -1.271 -0.4 0.0 0.5 0.00
H 0.220 -1.278 0.805 1.1 0.0 -1.9 0.13
H -1.673 -1.697 -0.603 0.5 0.0 0.1 0.01
O -2.212 0.291 0.455 -0.1 -2.8 -0.2 0.08
C -1.954 1.207 -0.396 3.9 0.5 1.9 0.03
O -1.008 1.083 -1.210 -0.8 -0.7 -1.1 0.36
O -2.233 2.430 0.033 -1.8 -0.2 -0.6 0.04
H -2.558 2.960 -0.705 0.2 0.6 -0.1 0.00
H -1.426 -1.562 1.148 0.3 0.4 0.2 0.01


Entry 3:
102
Properties=species:S:1:pos:R:3:forces:R:3:mulliken_charge:R:1 method="wB97M-V/def2-TZVPD" total_charge=+1 homo_energy_ev=-10.83 orbital_gap_ev=6.43
C -1.501 3.319 -3.574 0.0 0.3 0.2 -1.64
C -0.321 2.368 -3.762 -0.6 0.3 -0.5 -0.99
C -0.193 0.894 -3.270 1.1 0.2 -0.9 -0.29
Cl 1.419 0.468 -3.998 -0.1 0.1 0.3 -0.15
C -0.343 0.455 -1.763 -0.6 0.1 -0.6 2.19
C -0.306 1.758 -0.962 0.9 0.7 0.5 -0.86
C 0.857 2.746 -0.962 0.0 0.4 0.1 -2.50
O 0.221 4.027 -0.755 0.4 0.4 -0.1 -0.11
C 1.077 4.944 -0.204 0.0 0.1 2.5 -0.01
O 1.307 4.990 0.992 -0.2 -0.3 -2.4 -0.45
C -1.893 -0.019 -1.628 0.4 -0.4 2.5 2.46
C -2.840 0.776 -2.512 -0.5 0.2 -0.6 -2.54
S -2.721 0.589 -0.018 0.2 1.0 0.5 -0.31
C -2.209 -1.575 -1.602 -1.9 1.7 -1.2 -4.04
I -4.250 -1.816 -0.780 -0.1 -1.1 0.0 0.42
I -3.025 -2.093 -3.726 0.5 1.0 -0.9 0.38
N -1.128 -2.574 -1.072 -1.8 -1.8 -0.5 1.72
S -1.699 -4.021 -2.021 0.8 -1.9 -1.3 0.03
C -1.075 -3.280 0.366 -1.1 -1.4 1.8 0.01
Cl -0.868 -5.134 0.337 0.7 0.9 0.5 0.03
C -2.124 -3.181 1.530 -0.6 0.3 -0.1 -0.30
C -2.451 -1.857 2.180 -0.3 0.1 0.5 -1.11
Cl -3.577 -4.242 1.444 0.0 0.2 -0.2 -0.08
C 0.272 -2.193 -1.609 2.0 0.0 -0.9 1.14
C 1.384 -3.158 -1.155 0.5 -0.4 0.9 -1.57
C 1.639 -4.634 -1.573 -0.2 -1.0 0.1 -2.09
C 0.923 -5.476 -2.625 0.6 -0.6 -0.3 -1.36
I 2.117 -7.266 -2.946 -0.1 0.2 0.0 0.10
C 0.328 -2.370 -3.136 -0.6 0.6 -1.8 -3.27
O 1.651 -2.460 -3.639 -0.1 -0.7 1.1 -0.15
C 1.728 -3.046 -4.849 0.0 -0.1 -1.3 0.75
C 3.036 -3.724 -5.090 0.4 0.6 0.7 -1.24
O 0.839 -3.018 -5.665 -0.1 0.0 0.8 -0.53
C 0.639 -0.689 -1.193 -0.1 1.1 2.1 2.84
C 0.441 -0.646 0.403 0.4 -0.7 -0.7 -0.66
C 0.827 0.394 1.451 -1.9 1.3 2.0 -0.55
O -0.067 0.735 2.212 1.3 -0.6 -1.2 -0.51
Cl 2.419 1.019 1.882 -0.4 -0.5 -0.5 -0.16
P 2.505 -0.410 -1.264 2.5 -0.8 -2.2 0.04
O 3.315 -0.944 -2.366 -0.1 -0.6 -0.2 -0.67
O 3.146 -1.099 0.040 -1.1 0.4 0.9 -0.65
O 2.830 1.121 -1.146 -1.1 0.2 0.8 -0.31
H -1.345 4.144 -4.256 0.2 0.2 -0.3 0.51
H -2.470 2.933 -3.843 -0.2 -0.3 -0.1 0.39
H -1.573 3.789 -2.604 0.0 -0.1 0.4 0.26
H 0.584 2.925 -3.589 0.3 0.0 0.6 0.43
H -0.268 2.263 -4.837 0.0 -0.4 -0.4 0.77
H -0.804 0.311 -3.932 -0.6 -0.4 0.2 0.89
H -1.150 2.366 -1.235 -0.3 0.0 -0.5 1.16
H -0.491 1.642 0.089 -0.1 -0.4 0.2 -0.32
H 1.513 2.589 -0.121 0.1 -0.1 0.3 0.63
H 1.490 2.806 -1.835 -0.2 -0.1 -0.3 0.67
H 1.493 5.669 -0.910 -0.1 0.0 -0.2 0.38
H -3.869 0.462 -2.412 -0.2 -0.4 0.2 0.44
H -2.879 1.798 -2.183 0.3 0.3 0.2 0.63
H -2.645 0.779 -3.571 0.2 -0.2 -0.2 0.49
H -1.865 0.577 1.021 0.2 0.0 -0.3 0.31
H -2.901 -4.362 -1.507 0.1 0.8 0.8 0.17
H -0.187 -3.034 0.905 0.6 0.7 -0.5 0.24
H -1.618 -3.716 2.310 0.8 -0.3 0.0 0.84
H -1.610 -1.174 2.216 0.2 0.0 -0.1 0.08
H -3.324 -1.353 1.805 -0.1 0.1 -0.4 0.25
H -2.679 -2.078 3.213 -0.1 -0.1 0.3 0.60
H 1.565 -3.121 -0.088 -0.5 -0.2 0.4 0.80
H 2.299 -2.693 -1.467 0.0 0.3 -0.8 1.19
H 1.596 -5.252 -0.689 -0.3 0.0 0.4 0.70
H 2.685 -4.757 -1.817 0.4 0.7 -0.3 0.79
H 0.841 -5.087 -3.628 0.0 0.3 -0.1 0.41
H -0.009 -5.910 -2.328 -0.4 0.1 0.2 0.64
H -0.140 -3.277 -3.490 -0.3 -0.3 0.4 1.66
H -0.192 -1.626 -3.726 -0.1 0.4 0.3 0.83
H 3.497 -3.283 -5.959 0.0 -0.2 -0.5 0.40
H 2.899 -4.790 -5.188 -0.2 -0.3 -0.3 0.29
H 3.712 -3.560 -4.262 0.1 0.1 0.3 0.25
H 0.904 -1.534 0.811 0.4 -0.1 0.0 1.40
H -0.617 -0.794 0.537 -0.2 0.3 0.3 -1.95
H 3.646 -1.862 -0.259 0.4 -0.1 -0.1 0.44
H 3.780 1.248 -1.233 0.3 0.0 -0.1 0.43
F 0.692 -1.033 7.461 0.0 0.0 0.0 -0.31
C 1.674 -0.143 7.209 0.1 0.1 0.0 0.39
C 1.860 0.296 5.915 -0.1 -0.1 -0.2 -0.37
C 2.866 1.214 5.656 0.1 0.0 0.1 -0.11
C 3.674 1.672 6.685 0.1 0.0 0.0 -0.71
C 3.473 1.214 7.980 0.0 0.0 -0.1 -0.32
C 2.463 0.302 8.249 0.0 -0.1 0.2 -0.53
H 1.222 -0.077 5.124 0.0 0.0 0.0 0.50
H 3.016 1.572 4.648 0.0 0.0 0.0 0.29
H 4.460 2.385 6.480 0.0 0.0 0.0 0.39
H 4.103 1.566 8.784 0.0 0.0 0.0 0.37
H 2.284 -0.062 9.252 0.0 0.0 0.0 0.42
F -3.901 2.465 2.118 0.0 -0.1 0.0 -0.20
C -3.366 3.673 2.422 0.1 0.3 0.1 0.17
C -2.312 4.142 1.669 0.1 -0.2 -0.2 0.56
C -1.764 5.378 1.978 -0.2 0.0 0.1 -0.45
C -2.269 6.120 3.035 0.0 0.0 0.0 -0.80
C -3.331 5.626 3.782 0.1 0.0 -0.1 -0.44
C -3.890 4.395 3.474 -0.2 -0.1 0.1 -0.61
H -1.925 3.547 0.852 0.0 0.0 0.0 0.15
H -0.944 5.757 1.394 0.1 0.0 0.0 0.23
H -1.836 7.080 3.278 0.0 0.0 0.0 0.41
H -3.724 6.201 4.609 0.0 0.0 0.0 0.39
H -4.721 3.996 4.040 0.0 0.0 0.0 0.45


Entry 4:
102
Properties=species:S:1:pos:R:3:forces:R:3:mulliken_charge:R:1 method="wB97M-V/def2-TZVPD" total_charge=0 homo_energy_ev="-5.99 / -5.98" orbital_gap_ev="5.01 / 5.01"
Y 0.078 -0.013 0.155 0.2 -0.3 -0.9 0.55
C 3.634 1.316 5.668 0.0 -0.1 0.0 -0.64
C 3.150 0.081 6.113 0.0 0.1 0.0 -0.72
C 2.121 -0.570 5.446 0.0 0.0 0.0 -0.09
C 1.602 0.049 4.323 -0.1 -0.2 0.1 0.08
C 0.546 -0.349 3.372 -0.1 0.1 -0.1 0.13
N -0.129 -1.457 3.501 0.0 -0.1 0.0 -0.43
C -1.055 -1.869 2.615 -0.1 0.2 -0.1 0.13
C -1.783 -3.126 2.791 0.1 0.0 0.2 0.18
C -1.684 -4.136 3.741 0.0 0.0 0.0 0.16
C -2.530 -5.223 3.612 -0.1 0.0 -0.1 -0.88
C -3.465 -5.292 2.566 0.1 0.0 0.1 -0.63
C -3.569 -4.279 1.629 0.0 0.0 0.0 -0.37
C -2.704 -3.197 1.753 -0.1 0.0 -0.1 0.09
C -2.528 -1.971 0.976 -0.3 0.0 -0.1 0.07
N -3.325 -1.608 -0.001 0.2 0.0 0.2 -0.54
C -3.201 -0.439 -0.654 -0.1 0.1 -0.1 -0.28
N -2.199 0.481 -0.521 -0.2 0.2 0.1 0.04
C -2.485 1.542 -1.314 -0.1 -0.1 0.1 -0.35
N -1.862 2.741 -1.359 0.0 -0.1 0.1 -0.38
C -0.907 3.092 -0.555 -0.1 0.0 -0.1 -0.22
N -0.322 2.351 0.457 0.1 0.1 0.1 -0.16
C 0.632 3.090 1.022 -0.1 0.0 0.0 0.25
N 1.443 2.753 2.038 0.0 0.0 0.0 -0.66
C 1.295 1.612 2.680 -0.1 0.1 0.0 0.47
N 0.425 0.612 2.404 0.2 -0.1 0.2 -0.24
C 2.084 1.270 3.881 0.0 0.2 -0.1 -0.21
C 3.102 1.932 4.542 0.0 0.0 0.0 -0.08
C 0.718 4.406 0.368 0.2 0.0 0.2 0.21
C 1.547 5.496 0.582 0.0 0.0 0.0 -0.13
C 1.369 6.599 -0.239 -0.1 0.0 -0.1 -0.67
C 0.383 6.606 -1.236 0.1 0.0 0.1 -0.67
C -0.445 5.510 -1.437 0.0 0.0 0.0 -0.10
C -0.255 4.409 -0.618 -0.2 0.0 -0.1 0.20
C -3.661 1.247 -2.102 0.1 0.3 -0.1 0.25
C -4.330 1.955 -3.108 0.0 -0.1 0.0 -0.29
C -5.432 1.364 -3.689 0.0 0.0 0.0 -0.67
C -5.889 0.095 -3.266 0.0 0.0 0.0 -0.71
C -5.250 -0.595 -2.256 0.0 0.1 -0.1 -0.09
C -4.115 -0.007 -1.681 0.0 -0.3 0.2 0.39
N -1.477 -1.249 1.504 0.1 -0.1 0.2 0.04
H 4.437 1.797 6.212 0.0 0.0 0.0 0.39
H 3.589 -0.371 6.994 0.0 0.0 0.0 0.39
H 1.736 -1.524 5.782 0.0 0.0 0.0 0.58
H -0.962 -4.069 4.545 0.0 0.0 0.0 0.58
H -2.476 -6.034 4.328 0.0 0.0 0.0 0.40
H -4.119 -6.154 2.498 0.0 0.0 0.0 0.42
H -4.301 -4.317 0.831 0.0 0.0 0.0 0.57
H 3.466 2.888 4.188 0.0 0.0 0.0 0.57
H 2.303 5.476 1.355 0.0 0.0 0.0 0.56
H 1.999 7.471 -0.112 0.0 0.0 0.0 0.40
H 0.269 7.484 -1.859 0.0 0.0 0.0 0.41
H -1.209 5.506 -2.203 0.0 0.0 0.0 0.54
H -3.983 2.933 -3.415 0.0 0.0 0.0 0.56
H -5.966 1.883 -4.475 0.0 0.0 0.0 0.41
H -6.769 -0.330 -3.733 0.0 0.0 0.0 0.42
H -5.615 -1.553 -1.906 0.0 0.0 0.0 0.56
C 1.297 2.552 -3.491 0.0 0.1 -0.1 -1.69
C 1.377 1.238 -2.759 0.0 -0.1 0.1 0.39
O 0.668 1.157 -1.693 0.0 0.0 0.0 0.28
C 2.184 0.223 -3.211 0.0 -0.1 0.0 -1.22
C 2.355 -1.030 -2.520 0.0 0.2 -0.1 0.61
C 3.311 -2.016 -3.143 0.1 0.0 0.0 -1.62
N 1.724 -1.300 -1.417 0.2 -0.1 -0.1 0.96
N 2.005 -2.584 -0.922 0.0 0.2 -0.1 -0.84
C 1.801 -2.608 0.356 0.1 0.0 0.5 0.13
O 1.447 -1.589 1.071 -0.1 -0.2 -0.1 -0.73
C 2.003 -3.919 1.059 -0.1 0.1 -0.1 0.49
C 1.817 -3.990 2.434 0.0 0.0 0.1 0.02
C 1.961 -5.201 3.102 0.0 0.0 -0.1 -0.83
C 2.291 -6.350 2.400 0.0 0.0 -0.1 -0.44
C 2.491 -6.281 1.024 0.0 0.0 0.0 -0.73
C 2.350 -5.074 0.359 0.0 0.0 0.0 -0.47
H 0.262 2.899 -3.510 0.0 0.0 0.0 0.25
H 1.684 2.484 -4.508 0.0 0.0 0.0 0.46
H 1.881 3.302 -2.951 0.0 0.0 0.0 0.27
H 2.767 0.388 -4.107 0.0 0.0 0.0 0.32
H 3.614 -1.670 -4.130 0.0 0.0 0.0 0.43
H 2.878 -3.015 -3.205 -0.1 0.0 0.0 0.28
H 4.200 -2.125 -2.519 0.0 0.0 0.0 0.29
H 1.554 -3.090 2.973 0.0 0.0 0.0 0.46
H 1.813 -5.245 4.175 0.0 0.0 0.0 0.41
H 2.397 -7.294 2.919 0.0 0.0 0.0 0.39
H 2.764 -7.173 0.471 0.0 0.0 0.0 0.40
H 2.518 -5.003 -0.709 0.0 0.0 0.0 0.44
N -1.546 -3.251 -4.331 0.1 0.0 0.1 -0.05
C -1.644 -4.035 -3.035 -0.1 0.1 -0.4 -1.02
C -0.735 -3.373 -2.017 0.2 0.1 0.0 -0.67
N -1.048 -1.965 -1.858 -0.1 0.0 0.4 0.49
C -1.011 -1.212 -3.099 0.1 0.1 0.0 -0.18
C -1.937 -1.794 -4.145 -0.1 -0.3 -0.1 -1.10
H -2.105 -3.686 -5.061 -0.1 0.0 0.0 0.35
H -0.573 -3.278 -4.644 0.0 0.0 0.0 0.39
H -1.371 -5.065 -3.263 0.0 0.0 0.1 0.45
H -2.693 -3.983 -2.741 0.0 0.0 0.1 0.41
H 0.317 -3.479 -2.302 0.0 0.0 0.0 0.36
H -0.842 -3.889 -1.062 0.0 0.0 0.0 0.27
H -1.970 -1.885 -1.443 0.0 -0.1 -0.1 -0.27
H 0.016 -1.177 -3.473 0.0 0.0 0.0 0.50
H -1.301 -0.176 -2.911 0.0 0.0 0.0 -0.28
H -1.855 -1.313 -5.119 0.0 0.1 0.0 0.39
H -2.978 -1.798 -3.817 0.0 0.1 0.0 0.46


Entry 5:
22
Properties=species:S:1:pos:R:3:forces:R:3:nbo_charge:R:1 method="wB97M-V/def2-TZVPD" total_charge=0 homo_energy_ev="-8.94 / -5.90" orbital_gap_ev="8.91 / 5.89"
C -3.153 -0.977 0.825 -1.3 -5.1 -2.0 -0.36
C 0.824 2.065 1.345 -1.3 0.8 0.3 -0.38
C -2.000 -1.298 0.218 1.1 0.5 0.3 -0.68
C -0.272 1.269 1.344 0.7 -0.8 0.3 -0.70
C 1.746 -2.278 0.362 1.2 3.4 -2.0 -0.60
C 0.361 2.304 -2.318 -1.0 1.1 -0.9 -0.50
C 1.170 -1.008 -0.458 -0.7 -0.5 -0.1 -0.86
Si -0.419 -0.283 0.355 -0.2 -0.6 -0.7 1.28
H -4.053 -1.709 0.819 1.7 1.1 -0.2 0.18
H -3.445 -0.095 1.176 -0.4 3.7 1.8 0.18
H 0.733 3.001 1.997 0.9 -1.4 -1.0 0.21
H 1.612 1.867 0.608 -0.1 0.6 0.5 0.19
H -1.919 -2.251 -0.337 0.0 0.5 0.6 0.23
H -0.979 1.428 2.154 -0.4 0.2 -0.3 0.23
H 2.536 -2.678 -0.268 -0.3 -0.7 -0.2 0.20
H 2.315 -1.854 1.159 -0.2 -0.2 1.3 0.21
H 0.936 -2.914 0.574 -0.5 -1.0 0.6 0.21
H -0.709 2.282 -2.661 1.4 0.1 0.6 0.18
H 0.959 1.448 -2.438 0.3 -1.3 0.0 0.15
H 0.967 3.213 -2.388 -0.7 -0.1 0.2 0.16
H 0.980 -1.442 -1.474 -0.2 0.8 0.6 0.23
H 1.809 -0.091 -0.595 0.0 -1.3 0.3 0.23